C11H21F3NO3 | ωB97M-V/def2-TZVPD

Values from the calculation:
Gap between HOMO and LUMO: 3.6 eV
M: 272.29 g/mol

The geometry in ORCA input format:
```
! RIJCOSX wB97M-V def2-TZVPD def2/J DEFGRID3
* xyz -1 1
C -2.4603 -1.5309 -2.1630
N -2.5806 -0.0852 -2.2818
C -1.7401 0.6441 -1.3033
C -0.2281 0.7424 -1.7545
C 0.6283 -0.0906 -0.7605
C 1.9360 -0.7127 -1.3380
C 2.2722 -0.3481 -2.7941
O 1.8327 -1.4014 -3.6596
C 0.9728 -0.9642 -4.6838
H -2.0299 -1.9658 -3.0800
H -1.8570 -1.8263 -1.3009
H -3.4443 -2.0210 -2.0325
H -2.3869 0.2284 -3.2143
H -2.1458 1.6676 -1.2569
H -1.8282 0.1717 -0.3126
H -0.2274 0.3033 -2.7708
H 0.0133 -0.9054 -0.3007
H 0.9130 0.5421 0.0972
H 1.8769 -1.8036 -1.2304
H 2.7957 -0.4114 -0.7160
H 1.9377 0.6470 -3.0934
H 3.3782 -0.3381 -2.8723
H 1.1935 -1.4832 -5.6319
H 1.0256 0.1084 -4.8910
H -0.0520 -1.2564 -4.4120
C -0.2671 -0.8145 5.3012
C -0.8825 0.5638 5.1774
O 0.0217 1.4783 4.5468
C 0.0727 1.3948 3.2142
O -0.5574 0.6384 2.5550
C 1.0328 2.4438 2.6632
F 2.1777 2.4814 3.3548
F 0.4981 3.6661 2.7385
F 1.3394 2.2188 1.4066
H 0.6893 -0.7587 5.8235
H -0.9312 -1.4813 5.8522
H -0.0767 -1.2506 4.3210
H -1.0835 0.9749 6.1662
H -1.8288 0.5340 4.6366
*
```